The following is a DFT calculation (ωB97M-V with the def2-TZVPD basis set) of a cluster of 2 separate species, C7H15N4OS2 in total at a distorted geometry.

Geometry as XYZ:
```
29
Properties=species:S:1:pos:R:3:forces:R:3:lowdin_charge:R:1
C 3.618 -0.691 -0.336 0.21 2.56 0.46 -0.726
C 2.591 -0.655 0.738 -0.18 -1.01 1.86 -0.115
C -1.497 0.482 -0.608 1.22 -3.94 -0.12 -0.107
C -0.706 -1.028 1.129 -1.09 -2.57 2.07 -0.126
C -1.435 -0.783 -1.538 0.30 1.69 -1.08 -0.182
C -0.995 -2.293 0.244 0.05 2.44 0.16 -0.138
C 0.694 0.876 0.307 0.74 0.63 -1.57 -0.027
N 3.922 -1.725 -0.890 1.33 -3.29 -2.37 0.134
N 1.958 0.678 0.734 -1.98 -3.51 -0.32 -0.142
N -0.375 0.103 0.379 -0.06 3.24 -1.12 -0.064
N 2.994 1.488 0.522 0.37 5.96 1.10 -0.370
O -1.844 -1.920 -0.820 -0.22 -0.07 -0.87 -0.102
S 4.301 0.927 -0.420 0.23 0.15 -1.02 1.021
S -1.649 3.519 0.340 -1.05 1.62 -0.92 0.544
H 1.901 -1.469 0.517 -0.07 0.18 0.51 0.116
H 3.230 -0.808 1.674 -1.41 0.15 -0.80 0.174
H -1.213 1.327 -1.205 -0.39 0.61 0.30 0.069
H -2.486 0.308 -0.159 0.38 1.30 0.30 0.143
H -1.666 -0.804 1.679 0.87 -0.08 -0.56 0.160
H 0.010 -1.319 1.922 -0.03 0.51 -0.55 0.144
H -2.069 -0.494 -2.441 0.31 -1.26 1.24 0.157
H -0.391 -0.855 -1.932 -0.55 -0.28 0.25 0.138
H -0.076 -2.767 -0.046 0.53 -0.21 -0.62 0.119
H -1.553 -2.945 0.853 -0.62 -1.02 0.63 0.121
H 0.536 1.797 -0.325 0.30 -0.77 1.04 0.142
H -2.096 4.747 -0.210 0.34 -1.58 0.50 -0.121
H 4.682 -1.799 -1.611 -0.94 0.57 1.12 0.111
H 2.759 2.535 0.531 0.69 -2.32 -0.21 0.157
H -0.708 4.196 0.950 0.70 0.29 0.59 -0.232
```
Forces are in eV/Å.

The energy above the lowest of the compared OMol25 structures with the same formula, charge and spin is 70.4 kJ/mol. Its total charge is +1. For the orbital gap, the calculation gives 8.226 eV. Its total energy is -37169.9884 eV.



The following is a DFT calculation (ωB97M-V with the def2-TZVPD basis set) of the molecule CH2O4 at a distorted geometry.

Geometry as XYZ:
```
7
Properties=species:S:1:pos:R:3:forces:R:3:lowdin_spin:R:1
C -0.222 -0.081 -0.101 2.42 2.59 0.67 0.014
O -1.254 0.394 0.675 0.43 -2.63 12.80 0.974
O -1.177 0.586 -0.784 0.93 0.79 -13.48 1.001
O 0.039 -1.385 -0.236 -2.54 0.40 -0.38 0.001
O 1.054 0.741 0.021 -3.86 -1.31 0.88 0.011
H 0.929 -1.682 -0.176 1.37 0.42 0.19 -0.001
H 0.632 1.427 0.601 1.25 -0.26 -0.67 0.001
```
Forces are in eV/Å.

The expectation value of S² is 2.01. As for the spin multiplicity: 3. The energy above the lowest of the compared OMol25 structures with the same formula, charge and spin is 220.7 kJ/mol. For the orbital gap (alpha / beta), the calculation gives 8.175 / 9.816 eV. Its total energy is -9252.0891 eV.



The following is a DFT calculation (ωB97M-V with the def2-TZVPD basis set) of a cluster of 2 separate species, C6H8N2 in total at a distorted geometry.

Geometry as XYZ:
```
16
Properties=species:S:1:pos:R:3:forces:R:3:lowdin_charge:R:1
C -1.238 0.555 0.452 -1.32 -0.28 -1.85 -0.207
C -1.946 -0.666 0.981 0.26 -0.24 0.03 -0.102
C -0.898 0.670 -0.837 -0.66 1.16 1.69 -0.208
C 1.475 -0.533 0.017 -0.34 0.18 -0.06 -0.184
C 2.214 -0.154 -1.024 0.00 -0.03 0.49 0.009
N -0.676 1.040 -1.969 -0.37 -0.67 -0.66 0.174
C 1.147 0.342 1.137 2.27 -0.03 0.83 -0.285
N 1.355 0.937 2.112 -0.71 -0.29 -0.74 0.160
H -1.416 1.475 0.997 0.76 0.06 -0.02 0.120
H 0.203 0.840 -2.435 0.29 0.14 0.32 0.060
H 1.067 -1.534 0.089 -0.08 0.01 -0.08 0.109
H -1.314 -1.219 1.676 0.04 -0.03 0.16 0.065
H -2.220 -1.355 0.184 -0.06 0.00 -0.05 0.075
H -2.848 -0.384 1.523 0.00 0.01 -0.06 0.073
H 2.428 -0.837 -1.832 0.01 -0.14 0.01 0.066
H 2.667 0.825 -1.069 -0.09 0.14 -0.02 0.076
```
Forces are in eV/Å.

The energy above the lowest of the compared OMol25 structures with the same formula, charge and spin is 297.8 kJ/mol. For the orbital gap, the calculation gives 9.066 eV. The SMILES is C=CC#N.CC=C=N. Its total energy is -9328.6209 eV.



The following is a DFT calculation (ωB97M-V with the def2-TZVPD basis set) of the molecule C15H22N2O4S2 at a distorted geometry.

Geometry as XYZ:
```
45
Properties=species:S:1:pos:R:3:forces:R:3:lowdin_charge:R:1
O 3.371 1.697 1.120 -0.09 -0.21 -0.14 -0.283
S 1.978 1.929 0.844 -0.27 -0.31 -0.37 0.680
O 1.481 3.263 0.982 -0.30 0.06 0.06 -0.267
N 0.962 0.910 1.695 0.46 0.71 -0.62 -0.248
C 1.472 -0.436 1.841 0.47 -0.49 -0.04 -0.200
C 2.451 -0.564 3.008 -0.20 -0.09 0.05 -0.179
C 1.803 -0.046 4.290 0.22 0.15 -0.08 -0.198
C 1.339 1.394 4.082 -0.24 -0.23 -0.01 -0.173
C 0.373 1.458 2.900 -0.02 0.61 0.42 -0.200
H 0.103 2.489 2.672 -0.18 -0.08 0.16 0.112
H -0.535 0.885 3.116 0.03 0.03 -0.06 0.130
H 0.849 1.775 4.979 0.02 0.07 0.00 0.114
H 2.200 2.027 3.860 0.03 0.09 0.08 0.117
H 2.515 -0.097 5.115 -0.05 -0.06 0.04 0.110
H 0.944 -0.672 4.546 -0.03 -0.05 0.08 0.112
H 3.337 0.030 2.780 0.04 -0.10 0.03 0.101
H 2.749 -1.608 3.122 0.04 -0.02 -0.04 0.114
H 1.958 -0.698 0.899 -0.07 -0.24 0.04 0.118
H 0.613 -1.100 1.990 0.03 0.03 -0.08 0.130
C 1.644 1.341 -0.821 0.00 0.09 0.46 -0.253
C 0.329 1.174 -1.207 -0.04 0.12 0.02 -0.031
C 0.068 0.693 -2.475 -0.44 -0.11 -0.10 -0.246
C 1.092 0.399 -3.355 -0.05 -0.04 -0.16 -0.036
C 2.409 0.586 -2.962 -0.07 0.08 0.08 -0.043
C 2.685 1.053 -1.686 0.17 0.02 0.03 -0.038
H 3.697 1.194 -1.338 0.13 -0.04 -0.02 0.116
H 3.215 0.363 -3.644 0.05 -0.02 -0.04 0.112
H 0.837 0.025 -4.335 0.04 -0.07 -0.11 0.116
S -1.645 0.406 -2.925 0.38 -0.15 0.30 0.681
O -1.666 -0.272 -4.194 0.17 -0.07 0.12 -0.292
O -2.385 1.624 -2.795 -0.04 0.12 0.27 -0.273
N -2.077 -0.603 -1.655 0.23 0.84 -0.73 -0.234
C -3.466 -0.523 -1.229 -0.65 0.22 0.05 -0.194
H -3.497 -0.591 -0.137 -0.04 0.05 -0.06 0.126
H -3.876 0.435 -1.544 -0.13 -0.04 0.18 0.109
C -4.134 -1.736 -1.872 0.11 0.03 0.14 -0.160
H -4.319 -1.532 -2.927 -0.06 0.02 -0.03 0.117
H -5.068 -2.010 -1.388 -0.06 0.00 -0.03 0.111
C -3.048 -2.801 -1.721 -0.04 0.13 -0.03 -0.157
H -3.130 -3.592 -2.462 0.03 -0.07 0.03 0.110
H -3.099 -3.247 -0.726 0.00 -0.05 -0.01 0.109
C -1.740 -2.005 -1.876 0.58 -0.66 -0.07 -0.190
H -0.981 -2.314 -1.151 -0.04 -0.06 -0.10 0.117
H -1.329 -2.106 -2.883 0.01 -0.21 0.13 0.107
H -0.477 1.406 -0.532 -0.12 -0.02 0.14 0.127
```
Forces are in eV/Å.

The energy above the lowest of the compared OMol25 structures with the same formula, charge and spin is 22.9 kJ/mol. For the orbital gap, the calculation gives 9.937 eV. The SMILES is O=S(=O)(c1cccc(S(=O)(=O)N2CCCC2)c1)N1CCCCC1. Its total energy is -48751.9847 eV.